Record 1
Formula: C5H33NO13
Source: the OMol25 dataset
Level of theory: ωB97M-V with the def2-TZVPD basis set

Geometry as XYZ:
```
52
Properties=species:S:1:pos:R:3:forces:R:3
C -2.2749 1.1590 0.0802 0.37 -0.48 0.39
N -2.0890 0.1001 -0.9396 -0.20 1.06 0.00
C -0.6961 -0.3519 -1.1592 -0.23 0.14 -0.26
C -0.3257 -1.1675 0.0759 -1.08 -0.55 0.19
O -0.6988 -2.5691 0.0234 0.76 0.30 -0.46
C 0.3098 0.7932 -1.4932 -0.48 -0.98 -0.27
C 0.2672 0.9716 -3.0043 0.03 0.25 -0.33
O 0.1737 1.9708 -3.6773 -0.12 -0.11 0.53
H -3.2371 1.0536 0.5682 -0.22 -0.15 0.02
H -2.2027 2.1971 -0.2362 0.11 0.06 -0.51
H -1.5161 1.0338 0.8505 -0.17 0.05 -0.09
H -2.4407 0.4957 -1.8046 -0.10 -0.38 -0.17
H -0.8742 -0.9749 -2.0521 0.78 -0.21 0.18
H -0.9962 -0.7625 0.8336 0.86 0.16 0.61
H 0.7246 -1.1730 0.3558 -0.13 0.46 -0.22
H -1.4508 -2.6395 -0.5624 -0.59 -0.16 0.02
H 1.3531 0.5168 -1.3004 -0.22 -0.23 0.11
H 0.0760 1.6141 -0.8321 -0.01 0.42 -0.44
H 0.3707 0.0020 -3.5254 -0.04 0.00 0.10
O -1.2904 -2.7133 3.2355 0.20 -0.10 0.36
H -0.4641 -2.8282 3.7126 0.38 -0.20 -0.28
H -1.8366 -2.3733 3.9475 -0.56 0.29 -0.10
O -3.5865 -2.4845 1.1532 -0.14 -0.54 0.41
H -3.3932 -1.8122 0.4997 0.36 0.30 0.00
H -2.7853 -2.6656 1.6757 -0.15 0.36 -0.47
O 2.3822 -1.1119 -2.8893 0.19 -0.04 0.03
H 2.1946 -2.0518 -3.0318 0.19 0.03 0.03
H 3.3356 -0.9873 -2.9860 -0.27 -0.19 -0.03
O 0.5824 -3.3768 -2.4871 0.17 -1.21 -0.40
H 0.3743 -2.5581 -2.0611 -0.25 0.58 0.64
H 0.2941 -4.0662 -1.8608 0.25 0.59 -0.33
O 1.3742 1.1889 3.5907 0.59 -1.61 0.38
H 1.9557 0.9602 4.3304 -0.16 0.77 0.34
H 1.6370 0.4004 3.0448 -0.18 1.39 -0.48
O -0.0780 4.1379 -1.9221 -2.54 -0.14 -0.90
H -0.4879 4.1022 -2.8088 1.44 0.37 -0.53
H -0.9214 3.7819 -1.5787 0.60 0.16 1.29
O 2.6954 -0.1716 1.7588 0.00 -0.06 0.17
H 2.3162 -1.0650 1.7004 0.68 -0.08 -0.57
H 3.1070 0.1246 0.9353 -0.36 -0.40 0.20
O -1.1699 0.4616 3.0296 -0.76 -1.44 0.00
H -1.3208 1.3585 2.7415 0.60 0.46 0.44
H -0.3378 0.3239 3.5094 -0.26 1.16 -0.29
O -0.2354 3.3821 1.2077 -0.23 -0.06 0.65
H 0.2629 2.9000 1.8873 0.03 0.15 -0.23
H 0.0930 3.0399 0.3736 0.44 0.01 -0.03
O 1.9809 3.1652 -0.7196 1.13 -0.80 0.95
H 1.4478 3.1059 -1.5226 -0.11 1.15 0.36
H 1.8828 3.9838 -0.2021 -0.37 -0.35 -1.08
O 1.7308 -2.8207 1.6941 -0.60 -0.04 0.12
H 0.7801 -2.7807 1.4866 0.17 -0.21 -0.04
H 1.9024 -3.7582 1.8201 0.19 0.02 0.01
```
Forces are in eV/Å.

Computed properties:
LUMO level, eV: 0.06
Total charge: 0
SMILES: CN[C@H](CO)CC=O.O.O.O.O.O.O.O.O.O.O.O
Frontier orbital gap, eV: 9.751

***

Record 2
Formula: C5H12O
Source: the OMol25 dataset
Level of theory: ωB97M-V with the def2-TZVPD basis set

Geometry as XYZ:
```
18
Properties=species:S:1:pos:R:3:forces:R:3
C -1.3625 -2.4908 -0.5887 0.00 -0.07 0.01
C -1.1696 -0.9958 -0.8361 -0.02 0.03 -0.02
C -0.1046 -0.4373 0.0973 -0.03 -0.21 0.04
O -0.1229 0.9758 0.1651 0.06 0.07 -0.22
C 1.3232 1.7029 1.0192 0.15 0.10 -0.02
C 1.8241 2.3383 -0.1403 0.29 0.18 0.20
H -2.1048 -2.9241 -1.2654 0.11 0.07 0.07
H -1.7017 -2.6662 0.4394 0.04 0.00 -0.17
H -0.4235 -3.0412 -0.7240 -0.13 0.08 0.00
H -2.1056 -0.4538 -0.6587 0.12 -0.09 0.00
H -0.8850 -0.8082 -1.8791 -0.04 -0.01 0.16
H -0.2853 -0.8134 1.1136 0.02 0.02 -0.13
H 0.8947 -0.7940 -0.2128 -0.13 0.06 0.04
H 1.7798 0.7785 1.3737 -0.08 0.17 -0.05
H 0.7631 2.2449 1.7763 0.08 -0.04 -0.14
H 1.6734 3.4106 -0.2377 0.01 -0.17 -0.03
H 0.6205 1.5763 -0.5630 -0.30 -0.26 0.21
H 2.7326 1.9434 -0.5879 -0.14 0.04 0.05
```
Forces are in eV/Å.

Computed properties:
LUMO level, eV: 1.15
Total charge: 0
Frontier orbital gap, eV: 9.428

***

Record 3
Formula: CH2F3NS
Source: the OMol25 dataset
Level of theory: ωB97M-V with the def2-TZVPD basis set

Geometry as XYZ:
```
8
Properties=species:S:1:pos:R:3:forces:R:3
C -0.2974 -0.1754 -0.1515 -0.36 -0.75 -0.88
N -1.2854 -0.4950 -1.2046 -0.28 2.49 -0.24
F -1.7038 0.6669 -1.8828 0.35 -0.95 0.85
F -1.7427 -2.2522 0.2192 -0.34 1.12 1.06
F -1.6020 2.3509 1.1697 0.15 -1.84 -0.70
S -1.9154 -0.6181 0.4683 -0.16 -0.24 -0.60
H 0.2134 -1.1602 -0.1160 0.90 1.32 0.47
H -0.0149 0.9045 0.0488 -0.26 -1.15 0.03
```
Forces are in eV/Å.

Computed properties:
LUMO level (spin up / spin down), eV: -2.62 / -2.62
Total charge: 0
Frontier orbital gap (spin up / spin down), eV: 6.492 / 6.503

***

Record 4
Formula: C3H11NS3
Source: the OMol25 dataset
Level of theory: ωB97M-V with the def2-TZVPD basis set

Geometry as XYZ:
```
18
Properties=species:S:1:pos:R:3:forces:R:3
C 1.6649 0.4954 0.8882 1.32 0.25 1.52
C 1.0048 -0.6655 0.2127 1.07 -0.68 -0.26
S 1.2155 -0.6209 -1.5217 -0.58 0.24 0.09
N 1.1831 0.4339 2.3206 1.78 -0.46 -1.04
H 2.8254 0.3086 0.8098 -2.22 0.81 0.38
H 1.3586 1.4485 0.3945 0.57 -0.60 0.26
H 1.4911 -1.6278 0.5787 -1.14 0.80 -0.20
H -0.0633 -0.6401 0.5676 -0.19 -0.21 -0.22
H -0.7064 -1.5516 -2.2879 0.14 -0.10 -0.03
H 1.8825 0.7557 2.9781 -0.18 0.20 -0.10
H 0.3396 0.9601 2.3939 -0.28 0.43 0.36
C -1.8235 1.1924 -0.4364 0.08 -1.30 1.34
S -1.5474 1.5639 1.3032 -0.15 -0.63 -1.00
S -1.8651 -2.1609 -2.5744 -0.26 -0.53 -0.42
H -2.1412 0.1447 -0.5371 0.00 0.21 0.07
H -0.8778 1.3119 -0.9653 0.12 0.43 -0.57
H -2.6606 1.7759 -0.7841 0.09 0.68 -0.54
H -1.2802 -3.1242 -3.3405 -0.18 0.47 0.37
```
Forces are in eV/Å.

Computed properties:
LUMO level, eV: -4.47
Total charge: 0
Frontier orbital gap, eV: 3.951

***

Record 5
Formula: C5H6N2S
Source: the OMol25 dataset
Level of theory: ωB97M-V with the def2-TZVPD basis set

Geometry as XYZ:
```
14
Properties=species:S:1:pos:R:3:forces:R:3
C 0.5973 0.8204 0.0387 2.89 -2.26 -0.06
C -0.3188 -0.3238 0.0240 -1.39 -0.34 1.14
C 2.4679 -0.1984 0.1334 -3.13 1.17 -0.51
C 0.6589 2.0938 -0.1833 -0.42 1.69 -0.23
C -1.6553 -0.4450 0.3182 1.32 0.61 -0.36
N 0.4398 -1.4528 -0.1860 1.70 0.62 -0.09
N 1.8377 -1.3389 0.0824 -0.32 -2.81 -0.97
S 4.0513 0.1565 0.0851 -0.68 0.30 0.18
H 1.6472 2.5738 -0.2445 -0.51 -0.11 0.20
H -0.2420 2.7356 -0.3295 0.74 -0.59 0.03
H -2.0588 -1.4749 0.4409 0.04 1.15 -0.18
H -2.2511 0.4801 0.4164 0.21 -0.96 -0.01
H 0.1667 -2.3961 -0.3385 -0.64 -0.22 0.20
H 2.2464 -2.2749 -0.1803 0.20 1.74 0.65
```
Forces are in eV/Å.

Computed properties:
LUMO level, eV: 0.33
Total charge: 0
Frontier orbital gap, eV: 8.283

***

Record 6
Formula: C6H18MnN2O14S2
Source: the OMol25 dataset
Level of theory: ωB97M-V with the def2-TZVPD basis set

Geometry as XYZ:
```
43
Properties=species:S:1:pos:R:3:forces:R:3
Mn 2.2976 19.5101 2.3938 -2.03 0.18 1.13
N 1.6919 21.2060 5.1385 0.57 -0.04 -0.01
O 2.4473 20.7432 4.2141 -0.23 0.27 0.52
O 2.0926 21.1206 6.3215 -0.12 -0.05 -0.31
O 0.6305 21.7587 4.8645 0.03 -0.09 -0.06
N 1.9798 22.4772 0.6838 0.59 0.37 1.03
O 2.4677 21.3913 1.1295 -0.57 0.31 -0.60
O 2.7935 23.2706 0.1270 -0.40 -0.08 -0.33
O 0.8226 22.7965 0.8812 -0.16 -0.25 -0.39
O 0.2570 19.4649 2.1590 0.05 -0.18 -0.27
H 0.0761 18.8053 1.4832 -0.13 -0.05 0.04
O 2.6408 17.7054 3.1856 0.68 -0.53 -0.10
H 2.3335 16.8024 3.1306 -0.22 0.11 0.09
O 3.9037 17.3505 -1.2411 0.74 0.13 -0.45
S 2.6916 17.4366 -0.5125 -0.71 -1.04 -0.03
O 2.3289 18.5415 0.2850 0.48 0.98 0.02
O 1.5412 17.2722 -1.5970 0.00 -0.10 -0.10
C 0.1941 17.5560 -1.1344 -0.41 0.50 -0.02
C -0.1673 19.0203 -1.3449 0.03 -0.36 -0.75
C 2.4900 15.9690 0.4415 -0.42 -0.52 -0.25
H 0.0775 17.2931 -0.0809 0.12 -0.12 -0.06
H -0.4246 16.9056 -1.7526 -0.07 -0.07 0.14
H -0.2250 19.2030 -2.4255 0.21 0.12 0.10
H 0.5793 19.6616 -0.8883 -0.15 0.15 0.16
H -1.1559 19.2525 -0.9529 0.08 -0.08 0.33
H 1.7330 16.1642 1.1963 0.24 0.11 0.23
H 3.4426 15.6662 0.8595 0.03 0.28 0.27
H 2.1286 15.1813 -0.2218 0.14 0.07 -0.13
O 4.4351 19.8209 2.2463 -0.36 -1.01 0.62
S 5.5404 20.6193 1.9189 0.72 1.01 -1.60
O 6.2015 21.4482 2.8683 0.28 0.21 0.62
O 6.6083 19.5752 1.3446 0.18 -0.32 0.11
C 7.9360 20.0601 1.1043 -0.24 0.02 0.03
C 8.8977 19.3998 2.0632 0.18 0.60 -0.09
C 5.1520 21.5633 0.4993 0.21 0.57 0.23
H 7.9579 21.1413 1.2549 0.04 -0.03 -0.14
H 8.1454 19.8196 0.0609 0.14 0.08 0.00
H 8.5739 19.6366 3.0757 -0.06 -0.33 0.06
H 9.8809 19.8661 1.9427 0.07 -0.19 -0.09
H 8.9672 18.3321 1.8785 -0.03 -0.10 0.20
H 5.9300 22.3001 0.3053 0.24 -0.20 -0.01
H 4.2296 22.1095 0.7396 0.33 -0.18 -0.19
H 4.9658 20.9152 -0.3502 -0.06 -0.12 0.03
```
Forces are in eV/Å.

Computed properties:
LUMO level (spin up / spin down), eV: 4.18 / 4.18
2S+1: 6
Total charge: -2
Frontier orbital gap (spin up / spin down), eV: 4.644 / 5.681